No. 1
{
  "formula": "C50H119F12N11O22PtS4",
  "method": "ωB97M-V/def2-TZVPD",
  "species": ["Pt", "C", "F", "F", "F", "S", "O", "O", "N", "S", "O", "O", "C", "F", "F", "F", "C", "F", "F", "F", "S", "O", "O", "N", "S", "O", "O", "C", "F", "F", "F", "C", "C", "C", "O", "C", "N", "H", "H", "H", "H", "H", "H", "H", "H", "H", "H", "H", "C", "C", "C", "O", "C", "N", "H", "H", "H", "H", "H", "H", "H", "H", "H", "H", "H", "C", "C", "C", "O", "C", "N", "H", "H", "H", "H", "H", "H", "H", "H", "H", "H", "H", "C", "C", "C", "O", "C", "N", "H", "H", "H", "H", "H", "H", "H", "H", "H", "H", "H", "C", "O", "C", "C", "N", "C", "C", "O", "C", "H", "H", "H", "H", "H", "H", "H", "H", "H", "H", "H", "H", "H", "H", "H", "C", "O", "C", "C", "N", "C", "C", "O", "C", "H", "H", "H", "H", "H", "H", "H", "H", "H", "H", "H", "H", "H", "H", "H", "C", "O", "C", "C", "N", "C", "C", "O", "C", "H", "H", "H", "H", "H", "H", "H", "H", "H", "H", "H", "H", "H", "H", "H", "C", "O", "C", "C", "N", "C", "C", "O", "C", "H", "H", "H", "H", "H", "H", "H", "H", "H", "H", "H", "H", "H", "H", "H", "C", "O", "C", "C", "N", "C", "C", "O", "C", "H", "H", "H", "H", "H", "H", "H", "H", "H", "H", "H", "H", "H", "H", "H"],
  "xyz": [[2.256, -1.796, 1.539], [3.558, 0.005, 5.182], [4.700, -0.613, 5.433], [3.072, 0.500, 6.312], [3.750, 0.975, 4.311], [2.252, -1.175, 4.486], [1.479, -1.744, 5.541], [1.510, -0.339, 3.568], [3.092, -2.236, 3.456], [3.523, -3.502, 4.368], [3.848, -3.200, 5.729], [2.644, -4.613, 4.141], [5.204, -3.875, 3.643], [5.785, -4.864, 4.290], [5.111, -4.185, 2.339], [5.952, -2.776, 3.741], [3.034, 1.208, -1.262], [2.722, 0.184, -2.048], [4.326, 1.093, -0.966], [2.852, 2.349, -1.892], [2.032, 1.201, 0.340], [2.979, 1.139, 1.411], [1.154, 2.315, 0.256], [1.307, -0.351, 0.334], [-0.043, -0.381, -0.560], [-0.078, 0.618, -1.586], [-0.320, -1.719, -1.009], [-1.352, -0.003, 0.735], [-1.023, 1.064, 1.436], [-2.528, 0.169, 0.148], [-1.447, -1.059, 1.542], [-0.470, 4.937, 6.345], [-1.555, 5.744, 5.638], [-2.182, 4.959, 4.509], [-1.195, 4.771, 3.515], [-1.596, 3.866, 2.522], [-2.576, 6.210, 6.591], [0.293, 4.651, 5.614], [-0.870, 3.984, 6.705], [0.028, 5.475, 7.149], [-1.071, 6.629, 5.220], [-3.012, 5.532, 4.065], [-2.662, 4.018, 4.817], [-2.312, 4.342, 1.836], [-2.011, 2.943, 2.933], [-0.776, 3.644, 1.834], [-2.665, 5.625, 7.413], [-2.280, 7.111, 6.946], [1.683, -2.063, -4.364], [2.651, -2.976, -5.095], [3.845, -2.278, -5.685], [4.732, -3.212, -6.265], [5.914, -2.616, -6.714], [3.124, -4.026, -4.176], [0.871, -2.676, -3.978], [1.269, -1.295, -5.028], [2.131, -1.430, -3.598], [2.045, -3.439, -5.887], [4.352, -1.628, -4.958], [3.513, -1.608, -6.493], [5.742, -1.898, -7.526], [6.552, -3.390, -7.141], [6.483, -2.131, -5.913], [3.903, -4.512, -4.613], [2.425, -4.751, -4.052], [-5.789, -1.156, -0.395], [-7.181, -0.578, -0.641], [-7.352, 0.799, -0.012], [-7.611, 0.631, 1.364], [-7.704, 1.819, 2.083], [-7.415, -0.443, -2.095], [-5.061, -0.387, -0.672], [-5.609, -2.073, -0.949], [-5.687, -1.234, 0.691], [-7.948, -1.217, -0.180], [-8.177, 1.297, -0.537], [-6.439, 1.398, -0.125], [-6.767, 2.392, 2.099], [-7.910, 1.600, 3.135], [-8.535, 2.455, 1.753], [-7.088, -1.285, -2.572], [-8.425, -0.505, -2.217], [9.224, 0.285, -0.126], [9.574, -0.722, -1.209], [8.812, -0.389, -2.481], [7.421, -0.461, -2.251], [6.664, 0.120, -3.287], [11.002, -0.676, -1.550], [8.147, 0.421, -0.020], [9.632, 1.264, -0.391], [9.638, 0.049, 0.857], [9.344, -1.758, -0.961], [9.077, -1.098, -3.277], [9.104, 0.603, -2.860], [6.870, -0.306, -4.279], [6.892, 1.192, -3.327], [5.608, -0.056, -3.087], [11.528, -0.594, -0.686], [11.250, 0.162, -2.068], [6.144, 5.995, -2.083], [7.321, 5.481, -1.509], [7.346, 4.075, -1.464], [6.285, 3.429, -0.593], [6.438, 3.915, 0.772], [5.335, 3.601, 1.676], [4.031, 4.321, 1.347], [4.313, 5.707, 1.306], [3.159, 6.500, 1.245], [5.826, 5.462, -2.986], [6.240, 7.068, -2.232], [5.284, 5.925, -1.394], [8.350, 3.824, -1.105], [7.358, 3.613, -2.465], [6.486, 2.356, -0.614], [5.304, 3.673, -1.023], [6.554, 4.922, 0.716], [5.623, 4.026, 2.643], [5.214, 2.526, 1.781], [3.299, 4.137, 2.140], [3.659, 3.999, 0.366], [2.406, 6.153, 0.530], [3.465, 7.509, 0.966], [2.682, 6.596, 2.229], [-2.350, 3.581, -1.015], [-3.213, 3.355, -2.096], [-4.290, 2.487, -1.787], [-5.042, 2.235, -3.070], [-5.638, 3.452, -3.604], [-6.268, 3.267, -4.905], [-5.282, 3.119, -6.046], [-4.742, 1.825, -6.149], [-4.013, 1.613, -7.322], [-1.430, 4.047, -1.370], [-2.112, 2.666, -0.462], [-2.756, 4.298, -0.287], [-4.975, 2.948, -1.062], [-3.944, 1.545, -1.347], [-5.879, 1.582, -2.783], [-4.445, 1.649, -3.775], [-4.925, 4.172, -3.603], [-6.910, 4.121, -5.124], [-6.874, 2.360, -4.852], [-4.543, 3.935, -6.037], [-5.819, 3.325, -6.995], [-4.583, 1.811, -8.236], [-3.579, 0.619, -7.290], [-3.155, 2.301, -7.378], [-4.558, 1.485, 4.287], [-4.013, 0.193, 4.179], [-2.842, 0.050, 4.975], [-2.365, -1.398, 4.985], [-3.041, -2.182, 5.991], [-2.510, -3.516, 6.180], [-3.486, -4.340, 6.997], [-4.657, -4.529, 6.244], [-5.644, -5.218, 6.998], [-4.673, 1.793, 5.332], [-5.491, 1.501, 3.733], [-3.858, 2.206, 3.838], [-3.131, 0.327, 5.993], [-2.042, 0.637, 4.509], [-1.305, -1.272, 5.218], [-2.544, -1.813, 3.984], [-4.045, -2.210, 5.873], [-1.534, -3.455, 6.673], [-2.289, -4.063, 5.246], [-3.598, -3.892, 7.993], [-2.999, -5.308, 7.205], [-6.529, -5.247, 6.364], [-5.867, -4.689, 7.926], [-5.332, -6.249, 7.194], [5.691, -0.597, 1.307], [4.584, -1.337, 0.814], [4.936, -2.240, -0.233], [3.696, -2.853, -0.858], [2.879, -3.481, 0.222], [1.638, -4.062, -0.358], [0.581, -4.331, 0.701], [0.576, -3.259, 1.641], [-0.242, -3.400, 2.789], [5.709, 0.399, 0.871], [6.618, -1.118, 1.066], [5.632, -0.468, 2.387], [5.568, -3.069, 0.124], [5.604, -1.699, -0.911], [4.031, -3.613, -1.569], [3.150, -2.105, -1.427], [3.443, -4.323, 0.345], [1.807, -4.997, -0.901], [1.231, -3.393, -1.119], [0.770, -5.238, 1.292], [-0.430, -4.434, 0.298], [-0.020, -4.327, 3.330], [-1.299, -3.488, 2.524], [-0.047, -2.555, 3.438], [-2.797, -0.737, -3.428], [-3.443, -1.783, -4.131], [-4.426, -1.335, -5.036], [-5.472, -2.406, -5.270], [-6.063, -2.781, -3.984], [-7.039, -3.859, -4.118], [-7.442, -4.357, -2.745], [-6.322, -4.960, -2.147], [-6.678, -5.783, -1.057], [-1.936, -1.189, -2.939], [-3.464, -0.311, -2.673], [-2.418, 0.015, -4.129], [-3.936, -1.126, -5.993], [-4.934, -0.451, -4.642], [-4.953, -3.298, -5.665], [-6.178, -2.102, -6.042], [-5.295, -3.199, -3.462], [-6.688, -4.708, -4.732], [-7.899, -3.495, -4.692], [-8.299, -5.038, -2.851], [-7.827, -3.509, -2.159], [-7.441, -6.527, -1.317], [-7.146, -5.172, -0.275], [-5.781, -6.285, -0.711]],
  "multiplicity": 3,
  "mol_weight_g_mol": 1777.879
}


No. 2
{
  "formula": "C50H122N6O14",
  "method": "ωB97M-V/def2-TZVPD",
  "species": ["C", "O", "C", "C", "N", "C", "C", "O", "C", "H", "H", "H", "H", "H", "H", "H", "H", "H", "H", "H", "H", "H", "H", "H", "C", "O", "C", "C", "N", "C", "C", "O", "C", "H", "H", "H", "H", "H", "H", "H", "H", "H", "H", "H", "H", "H", "H", "H", "C", "O", "C", "C", "N", "C", "C", "O", "C", "H", "H", "H", "H", "H", "H", "H", "H", "H", "H", "H", "H", "H", "H", "H", "C", "C", "C", "C", "C", "C", "N", "O", "C", "C", "C", "H", "H", "H", "H", "H", "H", "H", "H", "H", "H", "H", "H", "H", "H", "H", "H", "H", "H", "H", "C", "C", "C", "C", "C", "C", "N", "O", "C", "C", "C", "H", "H", "H", "H", "H", "H", "H", "H", "H", "H", "H", "H", "H", "H", "H", "H", "H", "H", "H", "C", "C", "C", "C", "C", "C", "N", "O", "C", "C", "C", "H", "H", "H", "H", "H", "H", "H", "H", "H", "H", "H", "H", "H", "H", "H", "H", "H", "H", "H", "C", "O", "H", "H", "H", "H", "C", "O", "H", "H", "H", "H", "C", "O", "H", "H", "H", "H", "C", "O", "H", "H", "H", "H", "C", "O", "H", "H", "H", "H"],
  "xyz": [[4.158, 2.813, 3.471], [3.071, 3.714, 3.394], [2.102, 3.374, 4.343], [0.752, 4.039, 3.992], [0.989, 5.466, 3.728], [-0.088, 6.152, 3.023], [0.293, 7.553, 2.559], [1.497, 7.487, 1.784], [2.114, 8.711, 1.477], [4.528, 2.753, 4.501], [5.017, 3.100, 2.865], [3.778, 1.854, 3.096], [2.432, 3.648, 5.358], [1.942, 2.288, 4.429], [0.124, 3.925, 4.884], [0.451, 3.530, 3.081], [1.020, 5.835, 4.675], [-0.919, 6.188, 3.747], [-0.478, 5.576, 2.185], [0.575, 8.174, 3.416], [-0.504, 7.971, 1.939], [2.752, 8.562, 0.608], [2.769, 8.975, 2.320], [1.422, 9.551, 1.366], [0.410, -1.239, -5.972], [0.788, -2.589, -5.811], [0.892, -2.906, -4.442], [1.306, -4.345, -4.248], [0.300, -5.324, -4.629], [-0.902, -5.432, -3.816], [-0.705, -5.408, -2.301], [-0.390, -4.148, -1.760], [0.112, -4.174, -0.446], [0.392, -0.956, -7.025], [1.088, -0.614, -5.385], [-0.639, -1.132, -5.658], [-0.012, -2.711, -3.851], [1.695, -2.276, -4.027], [1.549, -4.448, -3.187], [2.251, -4.521, -4.766], [-0.011, -5.015, -5.547], [-1.446, -6.341, -4.078], [-1.627, -4.626, -4.012], [0.022, -6.158, -1.959], [-1.658, -5.771, -1.889], [0.114, -3.191, 0.029], [1.172, -4.421, -0.565], [-0.459, -4.799, 0.247], [-2.587, 1.041, 5.583], [-2.596, 2.384, 6.004], [-2.874, 3.302, 4.979], [-4.298, 3.305, 4.391], [-4.329, 2.463, 3.197], [-5.696, 2.167, 2.713], [-6.297, 0.982, 3.489], [-5.369, -0.094, 3.469], [-5.994, -1.292, 3.867], [-2.010, 0.906, 4.658], [-3.581, 0.628, 5.399], [-2.070, 0.435, 6.326], [-2.092, 3.267, 4.208], [-2.662, 4.310, 5.349], [-4.574, 4.336, 4.163], [-5.021, 2.955, 5.141], [-3.927, 1.554, 3.388], [-5.604, 1.800, 1.688], [-6.363, 3.027, 2.732], [-7.207, 0.741, 2.925], [-6.587, 1.178, 4.524], [-6.735, -1.575, 3.109], [-6.479, -1.220, 4.845], [-5.270, -2.106, 3.899], [3.818, -4.419, -0.051], [5.323, -4.140, 0.088], [6.036, -5.491, 0.287], [6.150, -6.239, -1.020], [6.853, -5.417, -2.090], [6.140, -4.072, -2.347], [5.880, -3.438, -1.058], [5.328, -2.166, -1.263], [7.103, -3.234, -3.198], [4.828, -4.204, -3.154], [5.504, -3.267, 1.334], [3.379, -4.668, 0.922], [3.477, -5.199, -0.731], [3.291, -3.503, -0.339], [7.021, -5.314, 0.729], [5.447, -6.046, 1.020], [5.146, -6.527, -1.343], [6.688, -7.185, -0.899], [6.942, -6.034, -2.988], [7.899, -5.183, -1.873], [6.573, -2.407, -3.666], [7.917, -2.867, -2.565], [7.602, -3.876, -3.924], [4.913, -4.594, -4.167], [4.104, -4.825, -2.625], [4.386, -3.206, -3.138], [6.514, -2.858, 1.412], [5.256, -3.789, 2.258], [4.879, -2.372, 1.263], [6.005, -1.496, -1.030], [-1.384, 2.257, 0.609], [-0.471, 1.155, 0.056], [-0.695, 1.165, -1.456], [0.277, 0.287, -2.255], [1.697, 0.708, -1.921], [2.006, 0.811, -0.421], [0.925, 1.486, 0.301], [1.241, 1.813, 1.631], [2.330, -0.609, 0.088], [3.262, 1.714, -0.386], [-0.921, -0.181, 0.664], [-2.393, 2.274, 0.189], [-1.002, 3.248, 0.360], [-1.498, 2.245, 1.695], [-1.701, 0.775, -1.641], [-0.690, 2.183, -1.852], [0.069, 0.431, -3.318], [0.128, -0.791, -2.126], [1.875, 1.613, -2.513], [2.414, 0.030, -2.399], [1.742, -1.384, -0.409], [3.332, -0.873, -0.265], [2.286, -0.664, 1.177], [3.635, 1.823, 0.631], [3.987, 1.349, -1.117], [3.032, 2.705, -0.781], [-0.402, -1.005, 0.168], [-2.003, -0.298, 0.647], [-0.567, -0.261, 1.698], [1.255, 0.964, 2.113], [-3.330, -1.600, -2.149], [-4.441, -2.353, -1.405], [-4.487, -1.794, 0.022], [-5.191, -0.431, 0.059], [-6.538, -0.406, -0.644], [-6.482, -0.952, -2.093], [-5.740, -2.218, -2.090], [-5.667, -2.791, -3.385], [-7.943, -1.257, -2.444], [-5.919, 0.139, -3.040], [-4.080, -3.829, -1.289], [-2.325, -1.625, -1.712], [-3.522, -0.525, -2.204], [-3.169, -1.933, -3.178], [-5.058, -2.386, 0.741], [-3.466, -1.600, 0.345], [-4.559, 0.361, -0.359], [-5.289, -0.170, 1.117], [-6.962, 0.598, -0.718], [-7.292, -0.932, -0.049], [-8.413, -0.276, -2.571], [-8.080, -1.717, -3.426], [-8.469, -1.850, -1.700], [-5.055, -0.158, -3.625], [-6.665, 0.495, -3.759], [-5.723, 1.076, -2.510], [-3.595, -4.189, -2.200], [-4.995, -4.402, -1.130], [-3.355, -4.012, -0.496], [-6.251, -3.551, -3.286], [-3.771, 5.675, 1.324], [-2.916, 4.666, 1.840], [-4.744, 5.658, 1.820], [-3.328, 6.669, 1.371], [-3.919, 5.492, 0.252], [-3.476, 3.899, 2.049], [0.896, 5.156, -0.219], [1.447, 4.485, 0.874], [1.261, 6.185, -0.189], [1.179, 4.713, -1.183], [-0.195, 5.296, -0.158], [1.255, 3.530, 0.802], [0.798, -1.618, 3.971], [1.291, -0.307, 3.788], [-0.263, -1.766, 3.780], [1.460, -2.347, 3.495], [0.824, -1.943, 5.024], [2.172, -0.276, 4.175], [1.344, 3.212, -5.391], [0.442, 2.142, -5.595], [0.919, 3.966, -4.719], [2.286, 2.872, -4.970], [1.535, 3.743, -6.329], [-0.372, 2.462, -5.988], [6.702, 0.373, 0.872], [6.829, -0.088, -0.467], [7.316, -0.110, 1.623], [6.678, 1.465, 0.954], [5.654, 0.270, 1.199], [6.770, 0.696, -1.020]],
  "smiles": "CC1(C)CCCC(C)(C)N1O.CC1(C)CCCC(C)(C)N1O.CC1(C)CCCC(C)(C)N1O.COCCNCCOC.COCCNCCOC.COCCNCCOC.CO.CO.CO.CO.CO",
  "mol_weight_g_mol": 1031.554,
  "relative_energy_ev": 1.726
}


| no. | total energy (eV) |
| --- | --- |
| 1 | -194401.53183 |
| 2 | -91423.71744 |